[1]
{
  "formula": "C10H25Cl16O5P2",
  "method": "the ωB97M-V functional and the def2-TZVPD basis",
  "total_charge": -1,
  "homo_energy_ev": -4.44,
  "total_energy_ha": -8818.09504,
  "homo_lumo_gap_ev": 6.215,
  "largest_force_ev_per_a": 0.76,
  "symbols": ["O", "P", "O", "O", "P", "O", "C", "C", "O", "H", "H", "H", "H", "H", "H", "H", "H", "H", "C", "Cl", "Cl", "H", "H", "C", "Cl", "Cl", "H", "H", "C", "Cl", "Cl", "H", "H", "C", "Cl", "Cl", "H", "H", "C", "Cl", "Cl", "H", "H", "C", "Cl", "Cl", "H", "H", "C", "Cl", "Cl", "H", "H", "C", "Cl", "Cl", "H", "H"],
  "coordinates": [[3.971605, -1.565019, -2.317320], [2.802581, -2.484953, -2.217850], [2.670245, -3.276354, -3.637506], [3.143791, -3.769244, -1.254191], [0.761212, -1.577055, -1.466661], [-0.009989, -1.876624, -2.982126], [-1.126569, -2.704204, -2.802465], [-0.695886, -3.774933, -1.791121], [0.287124, -3.206480, -0.979305], [1.865742, -3.802735, -3.632846], [2.855220, -3.574922, -0.362038], [-0.413546, -0.965290, -0.912686], [1.250293, -0.309199, -1.880402], [1.421684, -1.421361, -0.204231], [-1.398618, -3.146906, -3.765778], [-1.986755, -2.130271, -2.430634], [-1.551799, -4.101600, -1.185184], [-0.296271, -4.662085, -2.307442], [-2.202972, 2.104084, -2.396271], [-1.893962, 1.373494, -3.985570], [-2.263237, 0.918395, -1.102912], [-1.399065, 2.800082, -2.185536], [-3.156408, 2.617162, -2.450477], [1.742441, 0.549305, -5.700038], [2.372357, 0.602959, -4.072204], [2.742731, 1.435844, -6.890577], [1.706079, -0.487162, -6.013496], [0.757309, 1.000252, -5.715101], [-0.781409, 2.808943, 2.146982], [-0.759154, 1.048365, 2.104358], [-2.184453, 3.518102, 1.314241], [-0.833311, 3.118064, 3.182656], [0.110739, 3.169052, 1.649020], [-1.841851, 2.960955, 6.548563], [-1.433281, 2.935203, 8.265289], [-0.805737, 4.052514, 5.615956], [-1.716986, 1.959674, 6.154227], [-2.864967, 3.301043, 6.446787], [-6.231177, 0.144386, -0.359274], [-5.339638, 1.392416, 0.519792], [-5.275416, -1.313234, -0.640907], [-7.096033, -0.130278, 0.232045], [-6.522679, 0.552114, -1.319496], [3.252229, 1.768150, 0.145678], [3.419587, 0.025545, 0.258150], [1.649659, 2.307251, -0.421656], [3.434470, 2.203420, 1.120649], [3.967605, 2.099752, -0.591240], [6.415824, 0.314707, -1.911824], [7.992287, -0.476638, -2.037998], [6.467414, 1.686669, -0.765379], [6.147231, 0.707613, -2.883685], [5.672942, -0.403108, -1.571288], [-3.451258, -0.966464, 8.743339], [-3.935954, 0.310361, 7.617808], [-1.737237, -0.892937, 9.158600], [-4.028187, -0.846874, 9.651776], [-3.646610, -1.919941, 8.268796]],
  "forces_ev_per_angstrom": [[0.03, -0.10, -0.02], [-0.17, 0.19, -0.11], [0.20, -0.06, -0.08], [0.31, -0.07, -0.24], [0.00, 0.21, 0.73], [0.04, 0.06, -0.16], [0.12, 0.01, -0.12], [-0.03, -0.05, 0.09], [-0.05, 0.24, 0.02], [-0.18, -0.01, -0.02], [-0.28, -0.01, 0.28], [-0.15, -0.39, -0.12], [0.06, -0.09, -0.18], [0.00, -0.45, -0.06], [-0.06, 0.01, 0.04], [0.04, 0.01, 0.03], [0.02, -0.05, -0.04], [0.01, 0.02, -0.01], [0.01, 0.09, 0.01], [-0.01, -0.01, 0.01], [-0.03, 0.01, -0.21], [0.03, -0.02, -0.03], [0.00, 0.00, 0.01], [-0.13, -0.05, -0.06], [0.16, 0.16, -0.12], [0.00, -0.01, 0.05], [0.02, 0.00, -0.01], [0.00, 0.00, 0.01], [0.00, -0.02, 0.04], [-0.05, -0.03, 0.02], [-0.01, 0.02, 0.04], [0.05, 0.04, -0.08], [0.00, -0.01, 0.00], [-0.04, -0.09, -0.07], [0.07, 0.08, 0.04], [0.02, 0.07, 0.12], [0.00, 0.00, 0.00], [0.00, 0.00, 0.00], [-0.03, 0.00, 0.01], [-0.05, 0.01, 0.06], [0.02, 0.00, 0.01], [-0.01, 0.01, -0.01], [0.01, -0.01, -0.01], [0.04, -0.03, -0.12], [0.06, 0.29, 0.30], [-0.03, -0.06, 0.08], [-0.03, 0.07, -0.02], [0.00, 0.18, 0.05], [-0.19, -0.05, 0.08], [0.03, 0.00, 0.00], [0.24, -0.06, -0.12], [0.01, 0.00, -0.01], [0.01, 0.00, -0.07], [0.00, -0.01, 0.00], [-0.05, -0.02, -0.03], [0.01, 0.01, -0.01], [0.00, -0.01, 0.00], [0.00, 0.00, 0.00]],
  "lowdin_charge": [-0.444, 0.414, -0.199, -0.210, 0.419, -0.384, -0.289, -0.286, -0.377, 0.041, 0.036, -0.051, -0.096, -0.082, 0.108, 0.087, 0.104, 0.103, -1.007, 0.514, 0.498, 0.017, 0.019, -1.017, 0.583, 0.456, 0.028, -0.004, -1.033, 0.509, 0.476, -0.061, -0.029, -1.041, 0.490, 0.542, 0.014, 0.023, -1.031, 0.483, 0.503, 0.017, 0.021, -0.998, 0.590, 0.524, 0.025, -0.047, -0.996, 0.490, 0.498, 0.030, -0.027, -1.017, 0.515, 0.505, 0.022, 0.023]
}



[2]
{
  "formula": "C10H25IN3",
  "method": "the ωB97M-V functional and the def2-TZVPD basis",
  "total_charge": 1,
  "homo_energy_ev": -13.05,
  "total_energy_ha": -857.64286,
  "homo_lumo_gap_ev": 6.925,
  "largest_force_ev_per_a": 1.77,
  "symbols": ["C", "C", "C", "I", "N", "C", "N", "N", "H", "H", "H", "H", "H", "H", "H", "H", "H", "H", "H", "C", "C", "C", "C", "C", "C", "H", "H", "H", "H", "H", "H", "H", "H", "H", "H", "H", "H", "H", "H"],
  "coordinates": [[-4.051898, 1.202413, -0.026326], [-4.200560, -0.292870, 0.344105], [-4.301744, -1.215016, -0.888216], [-5.869376, -2.678443, -0.511751], [-3.101338, -2.057925, -1.155395], [-1.912170, -1.438355, -0.846315], [-0.967519, -2.179266, -0.140834], [-1.621140, -0.173891, -1.168860], [-4.231285, 1.387237, -1.076180], [-3.109111, 1.648746, 0.274464], [-4.818163, 1.760536, 0.494311], [-5.152344, -0.368410, 0.840724], [-3.459354, -0.630220, 1.067749], [-4.655758, -0.670594, -1.747141], [-3.099630, -2.316745, -2.146776], [-0.806580, -3.001971, -0.735782], [-1.449352, -2.508242, 0.700554], [-1.527697, 0.534517, -0.451464], [-1.383077, 0.082917, -2.118514], [0.957394, 1.395107, 1.610464], [1.513961, 1.189798, 0.203850], [2.235404, -0.145461, 0.024711], [3.474689, -0.337894, 0.899394], [4.556804, 0.727156, 0.729220], [5.142054, 0.779019, -0.679119], [1.749205, 1.419153, 2.357819], [0.418829, 2.342421, 1.676603], [0.261354, 0.593284, 1.876784], [2.177491, 2.018042, -0.053070], [0.684167, 1.231863, -0.511394], [2.513652, -0.255518, -1.028113], [1.532576, -0.957712, 0.235889], [3.903404, -1.319327, 0.676625], [3.176599, -0.375564, 1.951028], [5.360890, 0.514307, 1.436733], [4.165484, 1.711783, 1.000320], [5.570381, -0.185537, -0.957848], [5.935119, 1.524530, -0.735922], [4.388639, 1.046133, -1.422327]],
  "forces_ev_per_angstrom": [[-0.09, -0.17, 0.43], [-0.17, 0.50, -0.83], [-0.53, -0.51, 0.71], [0.26, 0.09, -0.22], [0.05, 1.39, -1.10], [0.69, -0.34, 0.16], [-0.54, 0.59, 0.52], [-0.50, 0.21, 0.24], [0.15, -0.01, -0.33], [0.18, 0.04, -0.05], [-0.10, 0.19, 0.19], [-0.17, -0.17, 0.33], [0.16, -0.15, 0.00], [0.07, 0.13, -0.34], [-0.13, -1.05, 0.29], [0.31, -0.15, 0.30], [0.19, -0.64, -0.14], [1.29, -0.24, 0.07], [-1.11, 0.24, -0.20], [-0.06, 0.14, -0.17], [-0.03, -0.11, 0.14], [0.01, -0.04, -0.13], [-0.02, 0.05, 0.10], [0.04, -0.08, -0.09], [-0.01, 0.09, 0.09], [-0.02, -0.05, 0.03], [0.01, 0.00, 0.06], [0.06, -0.05, 0.06], [-0.01, 0.00, -0.03], [0.08, 0.08, -0.07], [0.03, 0.00, 0.01], [-0.02, 0.01, 0.01], [0.01, 0.00, -0.01], [-0.01, -0.01, 0.00], [-0.02, 0.03, 0.03], [0.00, -0.01, 0.03], [-0.02, -0.01, -0.03], [0.01, -0.01, -0.04], [0.01, -0.02, -0.02]],
  "lowdin_charge": [-0.085, -0.294, -0.708, 0.901, 0.003, -0.365, 0.160, 0.236, 0.076, 0.062, 0.082, 0.056, 0.113, 0.073, 0.165, 0.144, 0.123, 0.110, 0.160, -0.108, -0.273, -0.237, -0.225, -0.265, -0.107, 0.073, 0.071, 0.064, 0.105, 0.072, 0.101, 0.083, 0.112, 0.103, 0.108, 0.099, 0.077, 0.073, 0.063]
}